Computed, not measured: a 12-piece molecular cluster, C51H69F3O21 overall at a distorted geometry, with wB97M-V/def2-TZVPD.

Results
**⟨S²⟩**: 0.77
**Charge**: +1
**Calculated total energy**: -105143.21988 eV
**Orbital gap (spin up / spin down)**: 6.6667 / 2.3264 eV
**LUMO energy (spin up / spin down)**: -4.10 / -8.44 eV
**Spin multiplicity**: 2

Structure (XYZ):
```
144
Properties=species:S:1:pos:R:3:forces:R:3:lowdin_charge:R:1
C 3.170 -5.359 -1.961 -1.523 -0.969 -0.621 -0.083
O 4.391 -4.697 -1.987 2.181 0.278 0.628 -0.034
C 5.451 -5.341 -1.387 -0.387 -2.632 3.240 -0.529
O 5.433 -6.434 -0.767 -0.723 3.103 -2.576 0.078
O 6.486 -4.534 -1.358 0.665 1.079 -1.081 0.003
C 7.633 -4.832 -0.537 -0.287 -0.527 1.258 -0.016
H 2.312 -4.702 -2.104 0.438 0.835 0.258 0.068
H 2.955 -5.883 -1.029 0.417 -0.317 -0.230 0.092
H 3.120 -5.961 -2.868 -0.028 -0.827 0.375 0.103
H 8.486 -5.319 -1.009 -0.540 -0.124 -0.670 0.099
H 7.283 -5.456 0.285 0.143 -0.152 -0.103 0.090
H 8.026 -3.926 -0.074 -0.462 0.333 -0.445 0.089
C -4.732 -0.235 -1.698 -0.215 -0.515 -1.219 -0.040
O -6.107 -0.205 -1.280 -0.587 -0.646 0.270 -0.005
C -6.675 -1.445 -1.145 -0.365 0.655 0.700 -0.579
O -6.097 -2.482 -1.268 0.261 -0.516 -0.270 0.133
O -7.966 -1.307 -0.785 -0.354 0.556 -0.393 -0.004
C -8.798 -2.447 -0.474 0.468 -0.712 0.813 -0.034
H -4.447 0.715 -2.150 -0.396 0.445 0.682 0.084
H -4.684 -0.891 -2.568 0.321 -0.465 0.288 0.082
H -4.028 -0.543 -0.925 -0.262 0.013 0.062 0.084
H -9.792 -2.165 -0.127 0.223 0.948 -0.406 0.090
H -8.395 -2.964 0.397 0.404 -0.123 -0.160 0.093
H -8.955 -3.185 -1.261 0.521 0.358 -0.363 0.094
C 2.339 -3.872 5.991 0.380 -1.536 0.357 -0.051
O 1.357 -3.008 5.480 -1.122 2.014 -0.300 -0.006
C 0.471 -3.289 4.511 0.714 -1.869 -1.538 -0.510
O 0.439 -4.369 3.911 -0.338 2.250 1.025 0.090
O -0.296 -2.189 4.233 1.322 -0.967 1.263 -0.020
C -1.153 -2.181 3.104 -0.400 -0.327 -0.688 -0.060
H 1.872 -4.642 6.605 -0.105 -0.249 -0.298 0.100
H 3.031 -3.385 6.678 -0.491 0.874 -0.204 0.095
H 2.991 -4.326 5.245 -0.454 -0.051 -0.394 0.092
H -1.703 -3.108 2.944 0.018 -0.073 0.463 0.089
H -0.618 -2.006 2.170 0.353 0.087 0.180 0.077
H -1.861 -1.364 3.241 0.156 -0.103 0.132 0.098
C -1.384 1.913 -3.074 1.184 0.103 1.028 -0.027
O -1.982 1.688 -4.319 -0.469 2.272 -1.218 0.015
C -2.666 0.630 -4.628 1.027 -2.988 2.033 -0.591
O -2.440 -0.457 -4.051 -1.116 1.609 -1.787 0.062
O -3.511 0.905 -5.611 0.574 0.233 0.671 0.038
C -4.214 -0.141 -6.210 -1.277 -1.732 -1.076 -0.060
H -0.961 2.917 -3.057 -0.336 0.059 -0.470 0.082
H -0.517 1.268 -2.927 -0.306 -0.466 0.222 0.093
H -2.078 1.889 -2.234 -0.142 -0.462 -0.172 0.100
H -4.565 0.199 -7.184 0.339 0.170 0.063 0.102
H -5.112 -0.506 -5.712 -0.059 0.726 0.743 0.100
H -3.682 -1.085 -6.331 0.775 0.351 -0.045 0.094
C -4.047 7.107 2.967 -1.032 0.575 -1.290 -0.043
O -3.770 6.159 3.959 0.353 0.818 1.486 0.020
C -3.207 5.009 3.694 -0.098 -1.221 -1.673 -0.575
O -3.286 4.462 2.595 0.943 0.284 1.572 0.098
O -2.609 4.579 4.816 -0.489 1.200 -0.465 0.013
C -1.821 3.422 4.847 -0.172 -1.487 0.516 -0.052
H -3.285 7.241 2.199 0.410 -0.340 0.288 0.089
H -4.227 8.074 3.436 0.213 -0.254 0.314 0.100
H -4.959 6.862 2.423 -0.068 -0.246 0.039 0.099
H -1.081 3.338 4.051 -0.088 0.185 0.019 0.076
H -2.458 2.539 4.894 -0.167 -0.148 -0.684 0.102
H -1.365 3.365 5.835 0.392 0.611 -0.200 0.099
C 0.319 5.740 1.419 0.376 0.444 -0.787 0.021
O 1.767 5.922 1.462 -3.677 -2.448 4.564 0.046
C 2.467 6.332 0.531 0.673 2.859 -5.902 -0.670
O 2.059 6.711 -0.591 0.905 -0.954 2.084 0.073
O 3.717 6.388 0.950 1.050 -0.519 0.040 0.015
C 4.676 7.041 0.131 -0.073 1.498 -0.316 -0.041
H -0.159 6.673 1.122 0.149 0.153 0.226 0.102
H -0.020 5.419 2.404 0.419 0.104 -0.068 0.097
H 0.016 5.014 0.664 0.441 -0.169 0.093 0.065
H 4.249 7.988 -0.199 -0.069 0.057 -0.058 0.094
H 4.990 6.545 -0.787 -0.169 -0.616 0.350 0.097
H 5.519 7.307 0.768 -0.034 -0.469 -0.032 0.098
C -1.494 2.158 0.867 -1.114 0.357 0.397 -0.023
O -0.742 1.182 0.129 0.683 -0.280 0.588 -0.018
C -1.026 -0.126 0.102 -3.928 -0.664 -0.405 -0.507
O -2.063 -0.679 0.565 3.965 1.715 -1.251 0.064
O -0.124 -0.666 -0.763 -0.381 -0.287 0.188 -0.016
C -0.388 -1.937 -1.376 -0.270 -1.135 0.166 -0.035
H -0.984 3.121 0.875 0.483 -0.441 -0.394 0.070
H -1.710 1.954 1.915 0.298 -0.704 -0.078 0.087
H -2.462 2.346 0.401 -0.019 -0.261 -0.201 0.096
H -1.227 -2.490 -0.954 0.100 0.377 0.482 0.078
H 0.488 -2.584 -1.322 0.220 0.244 0.622 0.079
H -0.611 -1.938 -2.443 -0.172 1.215 -0.107 0.068
F 7.235 -3.342 2.563 0.613 -0.527 0.123 0.087
C 6.073 -3.054 2.009 -3.078 0.969 -1.117 -0.303
C 5.861 -1.749 1.537 0.683 -0.306 0.345 -0.012
C 4.616 -1.281 1.100 0.609 -1.086 -0.293 -0.069
C 3.572 -2.196 1.005 0.353 0.140 0.360 -0.092
C 3.778 -3.503 1.433 -0.048 -0.586 0.607 -0.085
C 4.989 -3.961 1.948 1.665 1.172 0.517 -0.005
H 6.761 -1.153 1.568 -0.150 0.576 0.007 0.113
H 4.476 -0.261 0.772 0.140 0.090 0.093 0.101
H 2.601 -1.855 0.678 -0.153 -0.131 -0.028 0.090
H 2.958 -4.197 1.537 -0.298 0.005 -0.371 0.101
H 5.159 -4.907 2.441 -0.449 -0.357 -0.287 0.121
F 1.085 -3.292 -3.879 -0.146 -0.163 0.161 0.213
C 1.637 -2.407 -4.628 1.177 0.085 -0.166 -0.188
C 0.827 -1.584 -5.436 0.686 1.879 -2.197 0.124
C 1.470 -0.700 -6.373 -2.970 -1.968 2.119 0.017
C 2.839 -0.568 -6.373 -0.852 0.715 -0.763 0.030
C 3.595 -1.288 -5.446 1.049 -1.762 1.260 0.013
C 3.057 -2.273 -4.641 0.021 1.236 -0.156 0.089
H -0.250 -1.637 -5.378 -0.157 -0.094 0.082 0.130
H 0.777 -0.167 -7.006 0.390 0.263 -0.230 0.129
H 3.218 0.130 -7.105 0.668 -0.043 0.160 0.142
H 4.663 -1.145 -5.374 0.076 0.144 -0.128 0.136
H 3.674 -2.795 -3.924 -0.014 -0.316 0.005 0.133
F -4.838 5.194 -0.382 -0.126 -0.025 -0.145 0.063
C -3.811 5.283 -1.247 0.835 0.360 1.012 -0.279
C -4.034 5.122 -2.596 0.536 -0.164 0.169 -0.020
C -2.918 5.132 -3.417 1.327 0.288 0.351 -0.073
C -1.606 5.464 -2.923 -1.280 -0.071 0.238 -0.086
C -1.436 5.733 -1.560 -1.811 -0.414 0.250 -0.070
C -2.550 5.559 -0.705 -0.011 -0.004 -0.963 -0.009
H -5.029 4.955 -2.982 -0.012 -0.114 0.022 0.121
H -3.116 4.839 -4.437 0.468 0.282 -0.286 0.102
H -0.727 5.536 -3.547 -0.192 -0.047 -0.393 0.099
H -0.532 6.093 -1.091 0.378 -0.176 -0.519 0.072
H -2.452 5.631 0.369 -0.130 0.127 0.117 0.083
C 0.838 1.277 3.784 1.230 -0.880 0.350 -0.085
C 1.577 2.281 3.159 -1.461 -1.071 -2.187 -0.114
C 2.161 3.311 3.804 1.271 1.155 0.814 -0.107
C 2.267 3.227 5.169 -0.853 0.112 0.153 -0.076
C 1.661 2.148 5.777 1.021 0.365 2.344 -0.111
C 0.975 1.141 5.157 -1.104 0.795 -0.704 -0.082
H 0.371 0.449 3.271 -0.175 0.222 -0.522 0.091
H 1.652 2.284 2.082 -0.324 -0.048 -0.310 0.102
H 2.608 4.158 3.304 0.028 -0.096 -0.384 0.102
H 2.681 4.029 5.763 0.246 -0.101 0.040 0.110
H 1.807 2.113 6.847 -0.266 -0.190 0.296 0.104
H 0.397 0.421 5.717 0.320 -0.314 0.017 0.111
C 0.012 -6.244 0.739 0.001 -0.132 -0.672 -0.092
C 0.200 -7.133 -0.341 -0.833 1.359 0.040 -0.071
C -0.669 -7.014 -1.454 1.687 -1.673 0.490 -0.106
C -1.688 -6.115 -1.489 -0.438 1.020 -0.038 -0.124
C -1.812 -5.218 -0.464 0.827 1.571 2.366 -0.090
C -0.954 -5.246 0.685 -0.454 -1.173 -1.474 -0.060
H 0.644 -6.268 1.615 0.172 -0.216 0.044 0.095
H 1.057 -7.788 -0.284 -0.196 -0.372 -0.331 0.097
H -0.561 -7.648 -2.321 0.261 -0.303 0.041 0.098
H -2.339 -6.022 -2.346 -0.039 -0.159 -0.092 0.106
H -2.472 -4.365 -0.514 -0.557 -0.202 -0.135 0.094
H -1.003 -4.595 1.545 -0.347 0.301 -0.249 0.068
```
Positions in Å, forces in eV/Å.